Record 1
Molecular formula: C5H6O2
Method: DFT, wB97M-V/def2-TZVPD

```
13
C5H6O2 | the OMol25 dataset | wB97M-V/def2-TZVPD
O 0.939 -1.373 -1.694
C 1.527 -0.906 -0.507
C -0.557 0.522 -0.024
C 0.432 -0.659 0.537
O -0.675 -1.397 0.418
C -1.383 1.543 0.593
C -2.035 2.446 1.086
H 0.198 -1.932 -1.401
H 2.351 -1.565 -0.181
H 1.940 0.091 -0.675
H -0.784 0.421 -1.089
H 0.798 -0.518 1.567
H -2.630 3.225 1.546
```

The calculation puts the HOMO energy (spin up / spin down) at -9.58 / -9.59 eV. As for the charge: 0. The value obtained for the relative energy (zero: lowest compared OMol25 entry of this formula, charge and spin) is 119.2 kcal/mol. The spin multiplicity is 1. The calculation puts the strongest force on any atom at 2.17 eV/Å. The calculation puts the HOMO-LUMO gap (spin up / spin down) at 8.5581 / 8.5616 eV.

---

Record 2
Molecular formula: C14H30N3OP
Method: DFT, wB97M-V/def2-TZVPD

```
49
C14H30N3OP | the OMol25 dataset | wB97M-V/def2-TZVPD
C 2.962 -0.459 -1.113
C 3.436 -1.901 -1.362
O 2.673 -2.863 -0.627
P 1.744 -3.913 -1.531
C 0.053 -3.612 -0.819
C -0.050 -2.181 -0.244
C -1.496 -1.679 -0.225
C -1.833 -1.109 -1.598
N -3.295 -1.012 -1.755
H 2.295 -0.489 -0.264
H 2.358 -0.165 -1.960
H 3.793 0.204 -0.946
H 3.425 -2.094 -2.426
H 4.458 -1.970 -1.010
H 1.591 -3.310 -2.812
H -0.692 -3.675 -1.601
H -0.153 -4.347 -0.058
H 0.421 -2.136 0.722
H 0.473 -1.546 -0.939
H -2.175 -2.479 0.027
H -1.568 -0.860 0.476
H -1.354 -1.746 -2.341
H -1.399 -0.129 -1.708
H -3.646 -1.857 -2.181
H -3.473 -0.219 -2.351
C -3.568 4.847 -0.921
C -4.297 3.534 -0.654
C -3.406 2.303 -0.848
C -2.913 2.228 -2.227
N -2.530 2.171 -3.302
H -3.229 4.910 -1.956
H -4.229 5.695 -0.741
H -2.699 4.952 -0.270
H -5.165 3.463 -1.312
H -4.673 3.533 0.371
H -3.961 1.390 -0.634
H -2.548 2.342 -0.176
C 3.654 1.469 3.809
C 2.968 0.173 4.227
C 2.604 -0.720 3.035
C 1.678 -0.035 2.134
N 0.951 0.501 1.455
H 3.000 2.084 3.189
H 3.923 2.058 4.685
H 4.567 1.266 3.245
H 2.066 0.408 4.795
H 3.628 -0.387 4.892
H 2.131 -1.640 3.378
H 3.498 -0.992 2.471
```

The calculation puts the HOMO energy at -8.10 eV. As for the charge: 0. The spin multiplicity is 1. The calculation puts the strongest force on any atom at 2.46 eV/Å. The calculation puts the HOMO-LUMO gap at 8.8496 eV.

---

Record 3
Molecular formula: C30H24BI2N11PbSe
Method: DFT, wB97M-V/def2-TZVPD

```
70
C30H24BI2N11PbSe | the OMol25 dataset | wB97M-V/def2-TZVPD
Pb -0.566 -0.167 -1.749
C -3.228 -2.863 0.672
C -2.877 -1.571 0.294
N -1.566 -1.371 0.450
N -1.059 -2.534 0.939
C -2.044 -3.443 1.078
B 0.433 -2.631 1.313
N 0.686 -1.304 2.172
C 0.057 -1.023 3.397
C 0.357 0.238 3.739
C 1.169 0.763 2.609
N 1.362 -0.340 1.729
N 1.343 -2.611 0.087
C 2.274 -3.537 -0.228
C 2.891 -3.153 -1.395
C 2.265 -1.953 -1.739
N 1.345 -1.626 -0.840
N 0.772 -3.802 2.200
C 1.667 -3.822 3.231
C 1.803 -5.118 3.644
C 0.954 -5.846 2.786
N 0.352 -5.055 1.920
H -4.203 -3.316 0.644
H -3.505 -0.781 -0.088
H -1.822 -4.431 1.437
H -0.536 -1.774 3.894
H 0.056 0.797 4.610
H 2.104 1.263 2.845
H 2.427 -4.410 0.386
H 3.665 -3.672 -1.933
H 2.448 -1.312 -2.588
H 2.150 -2.924 3.582
H 2.418 -5.497 4.441
H 0.769 -6.907 2.765
I -2.262 1.050 -4.157
C -3.517 2.114 -2.819
C -4.611 2.709 -3.378
C -5.460 3.498 -2.585
C -5.160 3.701 -1.271
C -4.025 3.103 -0.680
C -3.707 3.362 0.672
C -2.611 2.815 1.257
C -1.797 1.932 0.512
C -2.089 1.613 -0.788
C -3.177 2.238 -1.447
H -4.823 2.584 -4.431
H -6.330 3.956 -3.035
H -5.788 4.332 -0.654
H -4.357 4.020 1.236
H -2.364 3.017 2.290
H -0.815 0.248 1.072
I -1.297 -2.630 -3.019
N 2.223 3.288 -3.401
C 1.110 2.557 -3.196
N 1.262 1.651 -2.262
C 2.574 1.794 -1.809
C 3.282 1.127 -0.811
C 4.590 1.509 -0.591
C 5.198 2.533 -1.331
C 4.508 3.217 -2.310
C 3.191 2.831 -2.528
H 2.321 4.038 -4.063
H 0.199 2.724 -3.749
H 2.818 0.340 -0.237
H 5.170 1.005 0.171
H 6.227 2.794 -1.127
H 4.967 4.016 -2.877
Se 0.657 3.550 2.011
C 0.270 1.831 1.842
N -0.737 1.265 1.190
```

The calculation puts the HOMO energy (spin up / spin down) at -10.31 / -10.77 eV. As for the charge: +1. The value obtained for the relative energy (zero: lowest compared OMol25 entry of this formula, charge and spin) is 15.1 kcal/mol. The spin multiplicity is 2. The calculation puts the strongest force on any atom at 0.87 eV/Å. The calculation puts the HOMO-LUMO gap (spin up / spin down) at 5.9942 / 6.0157 eV.

---

Record 4
Molecular formula: C59H51AsN7OPdS4
Method: DFT, wB97M-V/def2-TZVPD

```
124
C59H51AsN7OPdS4 | the OMol25 dataset | wB97M-V/def2-TZVPD
Pd -0.414 -0.465 1.167
S -0.923 1.775 1.373
C -1.278 2.225 3.036
C -1.216 3.584 3.361
C -1.572 4.017 4.624
C -1.978 3.107 5.594
C -2.024 1.756 5.287
C -1.676 1.313 4.015
As -1.714 -0.529 3.457
C -2.151 -1.441 5.125
C -3.434 -1.966 5.234
C -3.845 -2.576 6.413
C -2.970 -2.666 7.485
C -1.687 -2.145 7.379
C -1.277 -1.533 6.204
C 0.258 -0.843 3.526
C 1.207 0.175 3.643
C 2.547 -0.133 3.853
C 2.954 -1.451 3.962
C 2.018 -2.475 3.858
C 0.688 -2.173 3.636
H -0.893 4.294 2.607
H -1.530 5.074 4.859
H -2.251 3.446 6.584
H -2.331 1.044 6.044
H -4.118 -1.905 4.394
H -4.846 -2.981 6.490
H -3.287 -3.142 8.404
H -1.004 -2.211 8.216
H -0.276 -1.124 6.135
H 0.905 1.213 3.593
H 3.265 0.669 3.954
H 3.995 -1.687 4.145
H 2.326 -3.508 3.962
H -0.038 -2.975 3.577
N -1.253 -0.425 -0.846
S -1.855 0.378 -1.895
N -0.943 0.873 -3.185
S 0.597 0.875 -3.105
N 1.269 1.488 -1.863
S 2.181 0.805 -0.670
N 1.737 -0.352 0.090
C 2.510 2.300 0.248
C 3.413 2.152 1.292
C 3.665 3.226 2.129
C 3.008 4.433 1.921
C 2.108 4.568 0.875
C 1.852 3.497 0.028
C 3.745 0.547 -1.512
C 4.544 1.615 -1.903
C 5.726 1.359 -2.579
C 6.095 0.049 -2.867
C 5.291 -1.008 -2.466
C 4.112 -0.761 -1.775
C 1.253 -0.731 -3.526
C 1.984 -0.918 -4.693
C 2.454 -2.187 -4.997
C 2.175 -3.252 -4.155
C 1.417 -3.054 -3.009
C 0.947 -1.793 -2.680
C 1.053 1.939 -4.446
C 2.388 2.310 -4.545
C 2.766 3.178 -5.553
C 1.814 3.676 -6.435
C 0.484 3.303 -6.316
C 0.091 2.422 -5.316
C -3.165 -0.450 -2.775
C -3.661 0.027 -3.981
C -4.703 -0.653 -4.587
C -5.240 -1.786 -3.982
C -4.740 -2.238 -2.771
C -3.691 -1.568 -2.153
C -2.637 1.919 -1.451
C -3.732 1.821 -0.602
C -4.280 2.975 -0.072
C -3.731 4.213 -0.387
C -2.642 4.298 -1.241
C -2.089 3.146 -1.782
H 3.904 1.199 1.456
H 4.369 3.123 2.943
H 3.203 5.271 2.577
H 1.595 5.507 0.716
H 1.144 3.590 -0.782
H 4.248 2.633 -1.677
H 6.363 2.181 -2.877
H 7.019 -0.146 -3.396
H 5.584 -2.026 -2.685
H 3.470 -1.567 -1.444
H 2.191 -0.099 -5.366
H 3.028 -2.339 -5.901
H 2.535 -4.243 -4.403
H 1.176 -3.891 -2.365
H 0.339 -1.634 -1.798
H 3.120 1.927 -3.845
H 3.803 3.472 -5.647
H 2.112 4.362 -7.217
H -0.255 3.695 -7.001
H -0.940 2.115 -5.208
H -3.241 0.914 -4.437
H -5.103 -0.300 -5.528
H -6.059 -2.311 -4.457
H -5.175 -3.109 -2.297
H -3.295 -1.881 -1.194
H -4.128 0.850 -0.331
H -5.126 2.910 0.599
H -4.157 5.113 0.036
H -2.220 5.264 -1.489
H -1.234 3.207 -2.444
C -3.107 -5.248 0.716
N -1.754 -4.708 0.655
C -0.678 -5.501 0.467
C 0.568 -4.989 0.430
C 0.699 -3.571 0.594
N -0.354 -2.784 0.803
C -1.620 -3.320 0.841
O -2.624 -2.670 1.056
N 1.913 -3.027 0.543
H -3.055 -6.327 0.592
H -3.720 -4.815 -0.072
H -3.563 -5.006 1.674
H -0.876 -6.557 0.350
H 1.431 -5.620 0.282
H 2.709 -3.621 0.395
H 2.007 -2.006 0.475
```

The calculation puts the HOMO energy (spin up / spin down) at -8.87 / -9.05 eV. As for the charge: +1. The value obtained for the relative energy (zero: lowest compared OMol25 entry of this formula, charge and spin) is 27.3 kcal/mol. The spin multiplicity is 1. The calculation puts the strongest force on any atom at 0.85 eV/Å. The calculation puts the HOMO-LUMO gap (spin up / spin down) at 6.4121 / 6.4420 eV.

---

Record 5
Molecular formula: C12H12N2S
Method: DFT, wB97M-V/def2-TZVPD

```
27
C12H12N2S | the OMol25 dataset | wB97M-V/def2-TZVPD
C -3.276 -0.857 -0.257
C -3.598 0.453 -0.553
C -2.170 -1.083 0.481
C -2.604 1.394 -0.421
C 3.691 -0.950 -0.044
C 3.762 0.168 0.790
C -1.167 -0.166 0.716
C -1.415 1.093 0.120
C 2.052 0.267 -0.570
C 0.096 -0.369 1.499
C 0.707 0.662 -0.992
C 0.094 0.063 -1.929
N 2.561 -0.893 -0.765
N 2.596 0.888 0.508
S 0.087 2.102 -0.207
H -3.998 -1.633 -0.491
H -4.434 0.687 -1.091
H -1.988 -2.185 0.737
H -2.679 2.428 -0.791
H 4.226 -1.843 -0.276
H 4.135 0.380 1.770
H 0.595 0.505 1.918
H -0.072 -0.981 2.363
H 0.586 -0.809 -2.338
H -0.895 0.146 -2.278
H 0.910 -0.967 0.994
H 2.199 1.499 1.106
```

The calculation puts the HOMO energy at -8.08 eV. As for the charge: 0. The value obtained for the relative energy (zero: lowest compared OMol25 entry of this formula, charge and spin) is 63.0 kcal/mol. The spin multiplicity is 1. The calculation puts the strongest force on any atom at 5.95 eV/Å. The calculation puts the HOMO-LUMO gap at 8.7262 eV.

---

Record 6
Molecular formula: C6H12N2O2
Method: DFT, wB97M-V/def2-TZVPD

```
22
C6H12N2O2 | the OMol25 dataset | wB97M-V/def2-TZVPD
C -0.522 -1.928 -1.341
C 0.310 2.286 0.828
C 0.185 1.459 -0.406
O -0.966 -1.443 -0.087
N 1.088 1.089 -1.196
H 2.033 1.375 -0.929
H -1.414 -1.988 -1.962
H -0.075 -2.922 -1.256
H 0.192 -1.235 -1.792
H -0.393 3.117 0.803
H 0.066 1.658 1.686
H 1.321 2.674 0.950
C 1.335 -1.681 0.773
C -0.096 -1.276 0.939
C -2.530 1.641 -1.342
N -0.486 -0.795 2.037
O -2.753 2.754 -1.257
H -1.481 -0.581 2.050
H -0.870 1.145 -0.709
H 1.406 -2.756 0.611
H 1.780 -1.171 -0.079
H 1.870 -1.421 1.680
```

The calculation puts the HOMO energy at -9.70 eV. As for the charge: 0. The value obtained for the relative energy (zero: lowest compared OMol25 entry of this formula, charge and spin) is 51.1 kcal/mol. The spin multiplicity is 1. The calculation puts the strongest force on any atom at 1.98 eV/Å. The calculation puts the HOMO-LUMO gap at 10.5943 eV.